Record 1
ORCA calculation (wB97M-V/def2-TZVPD) on a cluster of 2 separate species, C4H9N2O in total.

```
16
Properties=species:S:1:pos:R:3
C 2.3040 0.4290 -0.1275
C 1.0970 1.1670 -0.4951
C 1.0513 -0.1983 0.4749
C 0.5035 -1.3760 0.1203
N -3.0603 -0.3639 -0.1162
N -1.8821 0.0941 0.0537
O -1.6317 1.2068 0.5418
H 2.8113 -0.0766 -0.9210
H 3.0105 0.9548 0.5879
H 0.7854 2.0806 -0.0159
H 0.4782 0.7653 -1.2394
H 1.1459 0.1754 1.4762
H -0.1366 -1.9318 0.8093
H 0.4843 -1.5801 -0.9372
H -2.9955 -1.3595 -0.3373
H -3.9653 0.0132 0.1254
```

Summary:
* 2S+1: 3
* net charge: +1
* LUMO level (spin up / spin down): -0.23555 / -0.27557 Ha

=====

Record 2
ORCA calculation (wB97M-V/def2-TZVPD) on a cluster of 2 separate species, C4H9N2O2 in total.

```
17
Properties=species:S:1:pos:R:3
O -1.4066 -1.9365 -0.2344
C -0.2573 -2.3202 -0.5986
O 0.4068 -3.2589 -0.1355
C 0.4033 -1.5408 -1.7764
H 0.7599 -2.2302 -2.5420
H -0.3677 -0.9073 -2.2116
H 1.2463 -0.9424 -1.4342
C 0.4038 1.0787 1.2143
C -0.5942 1.5469 0.4591
N -1.5261 0.8641 -0.2872
N 1.2708 2.0163 1.8881
H 0.7106 0.0455 1.3546
H -0.6620 2.6336 0.4445
H -2.4611 1.2381 -0.2589
H -1.4662 -0.1843 -0.2476
H 2.1960 2.0556 1.4878
H 1.3434 1.8420 2.8779
```

Summary:
* 2S+1: 1
* net charge: -1
* LUMO level: 0.14442 Ha

=====

Record 3
ORCA calculation (wB97M-V/def2-TZVPD) on a cluster of 2 separate species, C4H9N2O2 in total.

```
17
Properties=species:S:1:pos:R:3
C -0.3390 0.5594 -0.1212
N -1.0947 1.2791 0.7823
C -2.2433 0.6987 1.1273
O -2.5479 -0.4916 1.0259
C -0.9860 0.3770 -1.5706
N -0.0741 -0.4183 -2.2564
C 3.0058 -0.8307 0.1261
O 3.8188 -0.9094 1.1642
H -0.1531 -0.5304 0.0363
H 0.6236 1.0358 -0.2674
H 2.5650 -1.7361 -0.3183
H -3.0387 1.3570 1.5299
H -1.1035 1.3676 -2.0494
H -1.9306 -0.1409 -1.3448
H -0.3368 -0.4248 -3.2514
H 2.0867 -0.1533 0.2803
H 3.5221 -0.1719 -0.6166
```

Summary:
* 2S+1: 1
* net charge: -1
* LUMO level: 0.00271 Ha

=====

Record 4
ORCA calculation (wB97M-V/def2-TZVPD) on the ion C4H9N2O2 with charge -1.

```
17
Properties=species:S:1:pos:R:3
C 1.5521 -0.5971 0.8498
C 0.3748 -0.7982 -0.1214
N -0.8576 -0.6306 0.5883
C -1.1728 0.7325 1.2259
O -2.4834 0.9329 1.1322
C 0.6209 0.1443 -1.3337
N -0.5277 0.3527 -2.0806
O 1.6800 0.6174 -1.6954
H 2.4231 -1.2150 0.6194
H 1.8729 0.4279 0.9730
H 1.1950 -0.9966 1.8021
H 0.2987 -1.7719 -0.6289
H -1.7344 -0.7159 0.0697
H -0.7771 0.6970 2.2633
H -0.5484 1.4998 0.6965
H -0.4941 1.0900 -2.7480
H -1.4218 0.2310 -1.6123
```

Summary:
* 2S+1: 1
* net charge: -1
* SMILES string: C[C@@H](NC[O-])C(N)=O
* LUMO level: 0.14444 Ha

=====

Record 5
ORCA calculation (wB97M-V/def2-TZVPD) on the ion C4H9N2O2 with charge -1.

```
17
Properties=species:S:1:pos:R:3
N -1.9599 0.1644 -2.3905
C -0.8106 0.6752 -1.6246
C -0.5260 -0.1137 -0.3804
N 0.8129 0.3165 0.1499
C 1.3852 -0.7130 1.0911
C 1.6340 -0.2248 2.5664
O 2.3900 -0.9510 3.2250
O 0.9530 0.7797 2.8876
H -2.4032 -0.5841 -1.8670
H -2.6371 0.8661 -2.6139
H 0.0789 0.6892 -2.2567
H -0.9480 1.7060 -1.2833
H -1.2709 0.0067 0.4140
H -0.3078 -1.1709 -0.5665
H 0.6430 1.0798 0.8172
H 2.3020 -1.0057 0.5739
H 0.6646 -1.5204 1.2577
```

Summary:
* 2S+1: 1
* net charge: -1
* SMILES string: NCCNCC(=O)[O-]
* LUMO level: 0.13366 Ha

=====

Record 6
ORCA calculation (wB97M-V/def2-TZVPD) on a structure of composition C4H9N2OP3.

```
19
Properties=species:S:1:pos:R:3
C 1.0761 0.3184 -0.5557
C -1.1564 -0.0094 -0.2611
C 0.7492 1.1536 0.6815
C -0.7219 1.3891 0.2978
N 0.0196 -0.6702 -0.7201
N 0.8379 0.3734 1.8697
O -0.6247 2.4431 -0.6625
P -0.9060 -3.4249 1.1632
P 0.7118 -1.1128 2.2360
P 0.1588 -2.3181 -0.2312
H 0.8599 1.0202 -1.3797
H 2.0756 -0.0603 -0.6047
H -1.5240 -0.7547 0.4574
H -1.7111 0.3016 -1.1872
H 1.2378 2.0406 0.8192
H -1.3083 1.7971 1.1092
H -1.4266 2.6116 -1.1569
H 1.5941 -2.4077 -0.3182
H 0.0583 -2.6907 -1.5567
```

Summary:
* 2S+1: 3
* LUMO level (spin up / spin down): -0.00921 / -0.06678 Ha

=====

Record 7
ORCA calculation (wB97M-V/def2-TZVPD) on the ion C4H9N2OS with charge -1.

```
17
Properties=species:S:1:pos:R:3
N 1.9776 0.4198 1.2527
C 0.9586 0.7927 0.2564
C 0.0475 -0.4084 -0.0505
C -0.9089 -0.7590 1.0861
S -1.4567 -2.5218 0.9318
N -0.6945 -0.3296 -1.3059
C -0.9635 0.7495 -2.0451
O -0.7232 1.9142 -1.7673
H 2.0061 -0.5910 1.3478
H 1.7055 0.7710 2.1630
H 0.4422 1.6973 0.5447
H 1.4919 1.0472 -0.6710
H 0.7549 -1.2286 -0.1588
H -1.7984 -0.1384 0.9884
H -0.4039 -0.6484 2.0415
H -0.9496 -1.2579 -1.6258
H -1.4855 0.4914 -2.9880
```

Summary:
* 2S+1: 1
* net charge: -1
* SMILES string: NC[C@@H](C[S-])NC=O
* LUMO level: 0.13696 Ha

=====

Record 8
ORCA calculation (wB97M-V/def2-TZVPD) on the ion C4H9N2S with charge +1.

```
16
Properties=species:S:1:pos:R:3
C 0.3126 -1.5247 0.5540
C 0.7406 -0.1256 -0.0512
C 1.1835 0.7558 1.0793
S -0.4332 1.3860 1.7067
N -1.0977 1.2212 0.1288
C -0.4389 0.4769 -0.7499
N -1.1194 0.0491 -1.8387
H -0.6667 -1.2305 1.1520
H 0.9471 -1.9887 1.2149
H -0.0244 -2.2492 -0.2038
H 1.7365 -0.3892 -0.6130
H 1.7382 0.3274 1.8462
H 1.7367 1.5463 0.6381
H -1.9983 1.5326 0.0566
H -0.6587 -0.2889 -2.6538
H -1.9579 0.5013 -2.2662
```

Summary:
* 2S+1: 1
* net charge: +1
* SMILES string: C[C@@H]1CSNC1=[NH2+]
* LUMO level: -0.14898 Ha

=====

Energy relative to the best compared isomer or geometry (same formula, charge and spin) for the records above, in order: 398.2; 85.0; 809.8; 166.7; 92.6; 0.0; 63.1; 156.9 kJ/mol
F_max for the records above, in order: 4.55; 0.79; 1.71; 1.69; 2.48; 3.45; 1.31; 5.69 eV/A
Calculated total energy for the records above, in order: -9306.5906; -11370.2850; -11362.7723; -11369.4378; -11370.2060; -37182.7241; -20158.1935; -18101.9011 eV